The following is a DFT calculation (ωB97M-V with the def2-TZVPD basis set) of C44H37F10IrN4O6P as an isolated structure in a non-equilibrium geometry.

```
103
Properties=species:S:1:pos:R:3:forces:R:3:mulliken_charge:R:1
H 5.592316 1.396980 5.308526 -0.225 0.342 -0.508 0.310
H -6.356322 7.262251 -4.804891 -1.140 1.204 -0.552 0.316
C 1.368417 1.202092 5.315389 0.707 0.696 2.015 -0.767
H -4.414496 1.852249 1.943876 -0.313 0.410 -0.207 0.374
N -5.742120 6.506157 -4.676155 1.477 -2.619 0.948 -0.146
C -1.818500 0.122347 -0.568456 -1.287 1.432 1.849 0.443
C 0.954115 -0.396383 -1.645703 0.074 1.258 1.462 0.211
H 7.344582 -1.643085 7.902550 0.618 0.365 0.282 0.407
C 2.684512 -4.121264 -2.696838 1.800 0.752 0.102 -0.489
C -3.414636 5.741774 -5.243841 1.138 -1.061 -0.591 -0.498
C -3.816803 3.216128 0.329607 0.472 -0.029 -0.452 -0.174
H 8.173115 2.927693 2.266989 -0.001 -0.031 0.031 0.383
C -1.810696 1.559410 -2.496913 -0.898 1.608 -1.130 0.787
C 4.193999 -2.805503 7.598744 0.721 -0.068 0.856 -0.613
H 6.838366 -0.750233 5.591132 -0.297 -0.746 0.575 0.363
C -5.251014 4.065035 -5.231318 0.750 -0.337 -1.276 -0.554
C 1.305267 -3.995977 -2.828318 0.970 0.413 -0.623 0.077
H 4.604432 -3.187685 -2.018536 -0.947 -0.075 -0.152 0.412
H 1.157668 1.767786 6.202237 0.119 0.677 0.171 0.365
C 5.914974 1.390897 4.262232 -0.221 -0.562 -0.348 0.151
F -2.279379 -5.918631 0.269149 -0.621 0.374 -0.836 -0.232
C -1.486017 1.794118 -3.879198 -0.079 0.960 0.653 -0.909
H 7.793864 0.908515 0.917070 0.078 -0.008 -0.460 0.414
C -1.210086 -7.486019 -1.537757 1.378 -2.323 -0.361 0.521
H 2.843441 -2.264125 6.025237 -0.191 -0.605 -0.346 0.375
F -3.234092 -4.421372 -1.046799 -0.162 -2.749 0.155 -0.235
C -3.568768 3.304945 -2.665048 0.171 0.821 0.728 -0.431
C 5.402079 -2.414521 8.198990 -0.542 -1.096 -1.436 -0.487
C 6.265446 0.124132 2.208573 -0.273 -0.048 0.214 -0.539
H -2.435335 6.012164 -4.792564 -0.660 -0.806 0.208 0.316
H -7.139201 5.106713 -5.452971 -0.387 -0.001 0.096 0.400
O 4.459045 -2.185766 3.086714 0.061 -0.751 -1.531 -0.825
C 7.453858 2.184322 2.589965 -0.343 0.391 -0.585 -0.384
C -4.877203 2.641182 1.322858 0.559 -0.549 -0.437 -1.142
H -5.892770 5.599054 -6.596107 -0.127 0.036 0.798 0.359
C -2.920434 -5.787481 -0.904304 -1.934 0.233 1.101 0.252
C 7.197695 1.085661 1.788287 -0.374 -0.812 0.833 -0.542
O -2.035113 -2.293876 -0.627463 0.236 3.114 1.214 -0.682
C -2.786301 2.431265 -1.877842 -1.549 -0.002 -1.667 0.480
N 0.672707 -2.885526 -2.372512 3.806 2.592 0.061 -0.044
C 2.825776 -1.986999 -1.496879 0.028 -1.556 -2.251 -0.624
H -5.687210 3.327378 -4.544938 -0.100 0.460 -0.073 0.467
F -1.657962 3.228517 -5.809235 -0.634 -0.654 1.476 -0.358
H -3.116021 5.622117 -6.303618 -0.570 0.285 0.040 0.454
C 5.591686 0.285740 3.446087 1.357 0.612 -0.453 0.242
C -6.082122 5.295324 -5.541838 -0.608 0.684 -1.432 -0.662
O -0.901566 -1.371394 1.078123 -0.648 0.514 -0.766 -0.521
O -0.146416 -0.044579 -2.379408 -0.862 -1.871 -0.197 -0.480
C -1.541936 -1.212240 0.061075 0.467 -1.833 0.387 -0.199
C 0.347165 0.937824 4.483202 -1.042 -1.956 -2.203 -0.599
C 1.720959 -0.731246 3.377271 -0.065 -0.182 -0.790 -0.475
F -3.608027 -7.923530 -3.199505 0.447 1.084 0.447 -0.250
H 3.622963 -3.599167 8.107689 -0.245 0.945 -0.251 0.349
H -2.987407 3.757490 0.823701 -0.598 -0.093 0.028 0.289
H -3.913013 7.540704 -4.204833 -0.125 0.284 0.951 0.451
C -1.269626 0.512977 -1.768562 1.425 0.117 -1.341 0.393
F -0.486808 -8.104070 -2.548035 -1.278 1.019 1.082 -0.258
C 6.380291 -1.760564 7.469570 -0.396 -0.132 0.438 -0.618
H -2.929214 1.103724 1.113314 0.451 -0.905 -0.875 0.408
C 0.459779 -0.105884 3.528162 1.111 0.450 0.179 -0.254
H -4.265868 3.865181 -0.413685 -0.237 0.409 0.669 0.170
C 6.116076 -1.346073 6.188713 -0.901 0.741 -1.572 -0.343
C -2.093082 -6.330388 -2.073782 1.903 1.803 0.112 1.106
H -0.715244 1.241563 -4.400201 -0.041 -0.030 0.219 0.514
C 3.502937 -3.108578 -2.101151 -1.827 -0.527 0.866 -0.519
H 3.387105 -1.172669 -1.116173 0.347 0.561 0.529 0.621
C -3.197596 3.567477 -4.011146 -0.051 -0.100 0.545 -1.238
F -4.095895 -6.481276 -0.814914 1.136 0.992 0.001 -0.259
C -2.098287 2.849567 -4.531887 -0.578 0.668 -0.986 0.221
H 3.434934 0.757287 5.838333 0.121 0.561 0.631 0.355
C 1.473749 -1.799233 -1.743233 -0.955 -2.660 -1.729 0.498
H 0.788005 -4.797859 -3.454797 0.236 1.464 1.292 0.313
C 4.825512 -1.546756 5.626775 0.910 0.435 1.419 0.265
H 5.596531 -2.822754 9.151224 0.454 -0.197 1.038 0.379
H -5.913081 6.173276 -3.691292 0.854 0.598 -0.938 0.374
Ir -1.052903 -3.528279 -1.733796 -1.937 1.895 1.312 0.894
H 6.087876 -0.798580 1.619873 0.022 0.757 0.441 0.394
O -1.223074 -5.197449 -2.513396 -1.653 -5.520 -0.507 -0.526
H -4.299929 7.552385 -5.859831 -0.596 0.345 -0.471 0.359
N -4.003182 4.514299 -4.733120 1.993 0.477 2.030 0.661
F -0.266235 -7.022607 -0.686180 -1.309 -0.745 -0.500 -0.205
F -2.122860 -6.877337 -4.319995 -0.263 0.505 -0.469 -0.205
O 1.512611 0.461271 -1.002425 -0.181 -1.146 -0.398 -0.600
H -5.664250 2.141751 0.721481 0.217 0.417 0.528 0.317
C 6.757232 2.377436 3.768410 0.233 -0.204 0.709 -0.835
H -0.388772 -0.358729 2.893212 0.418 -0.093 0.279 0.474
P 4.463883 -0.995895 3.938785 -1.242 -0.530 1.452 1.345
N -3.135822 2.211521 -0.562108 0.542 -0.742 1.324 0.247
H 3.136488 -5.012006 -3.161119 -0.088 0.588 0.336 0.361
H -5.054850 3.549835 -6.206740 -0.729 0.042 0.405 0.280
H 6.962918 3.254718 4.366107 0.052 -0.014 0.097 0.375
H -0.599183 1.431826 4.552626 -0.378 0.270 0.314 0.444
H 1.908964 -1.590912 2.646457 -0.406 1.437 1.058 0.387
C 2.811700 -0.253778 4.143581 -0.265 -1.237 -0.943 0.132
H -5.298675 3.373963 2.053105 0.388 -0.293 -0.999 0.366
C -2.618227 1.108055 0.052119 0.186 -1.493 0.986 -0.245
F -3.832651 -5.751061 -3.441129 0.244 -0.506 -0.731 -0.230
C 2.606705 0.622291 5.178258 0.040 -0.184 -0.605 -0.215
C -4.304663 6.929658 -4.984561 -0.536 -0.011 -0.162 -0.906
C 3.861029 -2.265233 6.376287 0.463 0.887 -0.884 -0.379
F -1.986331 -8.527369 -0.973482 1.535 2.508 -0.681 -0.255
C -2.936561 -6.745821 -3.285848 -0.553 -0.466 0.154 0.464
H -4.418940 3.929741 -2.155288 1.748 -1.332 -1.417 -0.133
```
Forces are in eV/Å.

The calculation puts the molecular weight at 1130.973 g mol⁻¹. Its LUMO energy (spin up / spin down) is -3.20 / -3.21 eV. The frontier orbital gap (spin up / spin down) is 4.705 / 6.903 eV. Its charge is +1. As for the spin multiplicity: 5. The HOMO energy (spin up / spin down) comes out at -7.9 / -10.1 eV.